Molecular formula: C35H38Cl3FeGe2N3O4PSSe
Method: DFT, the ωB97M-V functional and the def2-TZVPD basis

```
! RIJCOSX wB97M-V def2-TZVPD def2/J DEFGRID3
* xyz 0 2
Fe 0.236 0.008 -0.383
O -0.867 -0.798 1.039
N -0.683 -2.105 1.249
C -1.680 -2.772 1.861
C -1.545 -4.102 2.157
C -0.354 -4.747 1.819
C 0.650 -4.051 1.191
C 0.490 -2.694 0.881
S 1.645 -1.718 0.062
H -2.545 -2.166 2.080
H -2.357 -4.622 2.641
H -0.223 -5.796 2.047
H 1.580 -4.524 0.908
O -1.258 2.929 -2.283
C -1.313 1.717 -2.265
O -1.217 0.971 -1.201
C -1.558 0.935 -3.516
C -2.085 1.567 -4.632
C -2.303 0.847 -5.793
C -1.976 -0.499 -5.843
C -1.436 -1.133 -4.736
C -1.226 -0.418 -3.560
P -0.651 -1.293 -2.066
C 0.473 -2.553 -2.765
C 0.572 -3.859 -2.288
C 1.530 -4.725 -2.792
C 2.419 -4.290 -3.764
C 2.343 -2.985 -4.229
C 1.380 -2.120 -3.734
C -2.188 -2.122 -1.522
C -2.549 -3.387 -1.985
C -3.769 -3.946 -1.632
C -4.654 -3.237 -0.834
C -4.318 -1.962 -0.401
C -3.094 -1.404 -0.736
H -2.305 2.624 -4.568
H -2.718 1.335 -6.665
H -2.136 -1.061 -6.755
H -1.175 -2.181 -4.796
H -0.098 -4.212 -1.516
H 1.585 -5.739 -2.417
H 3.171 -4.964 -4.153
H 3.035 -2.630 -4.981
H 1.351 -1.102 -4.102
H -1.894 -3.937 -2.644
H -4.032 -4.931 -1.997
H -5.611 -3.668 -0.567
H -5.014 -1.390 0.199
H -2.844 -0.409 -0.398
Cl 4.036 2.653 -3.524
Ge 1.819 2.868 -3.582
Cl 1.709 0.716 -2.020
Cl 1.458 1.551 -5.389
N 6.201 1.890 1.318
C 4.999 2.493 1.104
O 4.882 3.585 0.593
C 3.802 1.723 1.578
C 3.744 1.089 2.806
C 2.543 0.515 3.198
C 1.473 0.559 2.329
N 1.536 1.114 1.110
C 2.674 1.709 0.764
H 7.017 2.348 0.948
H 6.255 0.911 1.534
H 4.606 1.076 3.462
H 2.438 0.035 4.160
H 0.511 0.136 2.593
H 2.710 2.199 -0.198
C 0.221 2.034 5.636
Ge -0.466 3.394 4.391
C -1.312 4.796 5.480
C 0.997 4.179 3.352
C -1.919 2.623 3.299
Se -1.681 2.100 1.424
C -1.181 3.862 0.768
H 0.729 2.519 6.471
H 0.929 1.361 5.156
H -0.602 1.442 6.039
H -0.605 5.219 6.195
H -2.160 4.393 6.036
H -1.676 5.604 4.844
H 1.821 4.440 4.019
H 0.668 5.087 2.849
H 1.371 3.486 2.600
H -2.747 3.335 3.306
H -2.286 1.729 3.810
H -1.678 4.618 1.375
H -1.512 3.928 -0.263
H -0.104 3.998 0.813
*
```

Output
**ΔE to the lowest compared entry with this formula, charge and spin**: 0.0 kcal/mol
**F_max**: 1.0 eV/Å
**HOMO-LUMO gap (alpha / beta)**: 6.573 / 7.080 eV



Molecular formula: C2H2BrCl3
Method: DFT, the ωB97M-V functional and the def2-TZVPD basis

```
! RIJCOSX wB97M-V def2-TZVPD def2/J DEFGRID3
* xyz 0 1
C -0.561 -0.885 -0.774
C 0.571 0.955 0.635
Cl -1.386 -1.723 0.434
Cl -1.496 0.015 -1.893
Cl -0.141 0.528 2.124
Br 2.396 0.539 0.413
H 0.334 -1.338 -1.175
H 0.283 1.910 0.237
*
```

Output
**ΔE to the lowest compared entry with this formula, charge and spin**: 65.7 kcal/mol
**F_max**: 1.7 eV/Å
**HOMO-LUMO gap (alpha / beta)**: 8.194 / 8.000 eV



Molecular formula: C2HNO2
Method: DFT, the ωB97M-V functional and the def2-TZVPD basis

```
! RIJCOSX wB97M-V def2-TZVPD def2/J DEFGRID3
* xyz 0 1
C -0.288 0.587 0.408
C 0.629 -0.299 -1.191
N -0.131 -0.224 1.289
O -0.680 1.539 -0.156
O -0.196 -0.696 -1.838
H 0.666 -0.906 1.487
*
```

Output
**ΔE to the lowest compared entry with this formula, charge and spin**: 28.5 kcal/mol
**F_max**: 3.1 eV/Å
**HOMO-LUMO gap**: 11.243 eV



Molecular formula: C42H113AsF6FeN10O12
Method: DFT, the ωB97M-V functional and the def2-TZVPD basis

```
! RIJCOSX wB97M-V def2-TZVPD def2/J DEFGRID3
* xyz 0 5
Fe -2.360 -0.101 -3.930
C -3.321 3.571 -5.339
C -2.989 2.213 -4.744
O -3.081 1.195 -5.477
O -2.513 2.110 -3.619
H -4.054 3.553 -6.146
H -2.417 3.955 -5.812
H -3.562 4.308 -4.572
As -0.078 0.662 -0.485
F -0.817 -0.690 0.488
F -1.386 1.755 0.107
F 0.711 1.951 -1.458
F 1.161 -0.510 -1.095
F -1.290 0.277 -1.841
F 0.893 1.164 0.936
C 0.377 -0.503 3.640
C 0.136 -0.918 5.048
C 1.445 -1.419 5.674
O 1.936 -2.597 5.081
C 2.907 -3.226 5.874
N -0.529 0.221 5.627
H 0.726 -1.235 2.912
H 1.216 0.192 3.691
H -0.496 -0.036 3.183
H -0.571 -1.747 5.081
H 1.184 -1.641 6.709
H 2.186 -0.621 5.639
H 3.724 -2.557 6.144
H 3.391 -3.941 5.209
H 2.672 -3.735 6.809
H -0.759 0.233 6.611
H 0.040 1.040 5.470
C 4.024 7.160 1.680
C 2.734 7.563 0.963
C 1.914 6.516 0.127
O 1.459 5.333 0.820
C 0.653 4.500 -0.006
N 1.913 8.256 1.918
H 4.473 7.934 2.302
H 4.712 6.796 0.917
H 3.822 6.316 2.340
H 2.897 8.294 0.171
H 2.409 6.326 -0.826
H 1.028 7.081 -0.162
H -0.370 4.826 -0.193
H 0.502 3.544 0.496
H 1.079 4.269 -0.982
H 1.305 7.614 2.406
H 2.465 8.661 2.660
C 1.515 -1.444 -5.875
C 0.116 -1.304 -5.171
C -0.090 -2.215 -3.935
O -1.357 -1.884 -3.324
C -1.530 -2.676 -2.185
N -0.385 0.043 -4.898
H 1.665 -0.842 -6.771
H 1.734 -2.469 -6.173
H 2.326 -1.211 -5.185
H -0.606 -1.620 -5.924
H 0.769 -2.109 -3.273
H -0.166 -3.234 -4.316
H -0.578 -2.654 -1.655
H -1.831 -3.710 -2.354
H -2.208 -2.166 -1.501
H 0.500 0.440 -4.617
H -0.317 0.358 -5.855
C 4.016 1.672 -4.660
C 3.481 1.387 -3.298
C 3.718 2.599 -2.348
O 5.073 2.883 -2.145
C 5.233 4.251 -1.781
N 2.082 1.078 -3.553
H 5.105 1.706 -4.675
H 3.727 2.673 -4.980
H 3.594 0.986 -5.394
H 4.076 0.549 -2.935
H 3.253 2.282 -1.414
H 3.149 3.461 -2.697
H 4.704 5.017 -2.348
H 6.284 4.510 -1.655
H 4.684 4.266 -0.840
H 1.690 1.989 -3.743
H 1.665 0.891 -2.652
C 3.234 -6.111 2.945
C 3.597 -5.458 1.612
C 3.611 -3.870 1.746
O 3.948 -3.292 0.450
C 3.576 -1.925 0.349
N 4.997 -5.841 1.453
H 3.950 -6.042 3.763
H 2.849 -7.123 2.816
H 2.441 -5.560 3.451
H 2.942 -5.774 0.800
H 4.157 -3.519 2.622
H 2.595 -3.534 1.951
H 4.147 -1.419 -0.430
H 3.789 -1.492 1.327
H 2.497 -1.856 0.210
H 5.329 -5.226 0.724
H 5.537 -5.479 2.225
C 5.136 3.261 2.250
C 3.952 2.374 1.886
C 3.987 1.091 2.737
O 5.143 0.316 2.452
C 5.421 -0.708 3.417
N 2.688 3.150 2.139
H 5.138 3.620 3.279
H 5.139 4.147 1.615
H 6.100 2.811 2.016
H 3.954 2.250 0.803
H 3.080 0.506 2.588
H 3.821 1.409 3.766
H 4.655 -1.465 3.587
H 5.642 -0.330 4.415
H 6.274 -1.303 3.088
H 2.557 4.100 1.821
H 1.869 2.631 1.854
C -4.880 3.393 1.249
C -4.425 3.602 -0.230
C -3.345 4.704 -0.434
O -3.806 6.085 -0.392
C -5.008 6.408 -1.116
N -3.853 2.363 -0.735
H -3.953 3.155 1.771
H -5.709 2.717 1.459
H -5.160 4.346 1.697
H -5.264 3.767 -0.907
H -2.768 4.447 -1.322
H -2.530 4.626 0.285
H -5.867 6.012 -0.574
H -5.206 5.983 -2.100
H -5.188 7.484 -1.124
H -3.910 2.310 -1.742
H -2.897 2.183 -0.463
C -6.228 -1.673 -2.525
C -4.826 -1.613 -3.066
C -4.734 -1.849 -4.634
O -3.417 -1.576 -5.167
C -3.435 -1.783 -6.614
N -4.128 -0.381 -2.834
H -6.858 -0.943 -3.032
H -6.297 -1.367 -1.481
H -6.694 -2.654 -2.614
H -4.322 -2.454 -2.590
H -5.547 -1.272 -5.074
H -5.012 -2.874 -4.880
H -3.950 -0.944 -7.081
H -3.941 -2.678 -6.976
H -2.457 -1.858 -7.090
H -4.801 0.332 -3.078
H -4.031 -0.306 -1.832
C -4.341 -2.458 1.157
C -4.487 -0.940 1.321
C -3.757 -0.452 2.554
O -4.491 -0.957 3.647
C -3.812 -1.096 4.887
N -3.883 -0.397 0.134
H -3.315 -2.824 1.116
H -4.890 -2.834 0.294
H -4.746 -2.976 2.026
H -5.538 -0.658 1.384
H -3.657 0.615 2.756
H -2.811 -0.992 2.584
H -3.139 -1.953 4.922
H -4.500 -1.174 5.729
H -3.250 -0.184 5.087
H -2.886 -0.363 0.290
H -4.126 0.575 0.011
C -0.368 -8.611 1.060
C -0.460 -7.473 2.051
C -0.591 -6.199 1.327
O -0.832 -5.108 2.237
C -0.660 -3.793 1.695
N -1.698 -7.743 2.796
H 0.479 -8.458 0.391
H -1.241 -8.773 0.427
H -0.196 -9.597 1.492
H 0.410 -7.506 2.706
H -1.349 -6.269 0.546
H 0.361 -5.950 0.858
H 0.383 -3.642 1.416
H -0.945 -2.986 2.370
H -1.251 -3.648 0.790
H -1.856 -6.956 3.410
H -2.453 -7.664 2.130
*
```

Output
**ΔE to the lowest compared entry with this formula, charge and spin**: 37.2 kcal/mol
**F_max**: 3.6 eV/Å
**HOMO-LUMO gap (alpha / beta)**: 7.860 / 7.797 eV